Record 1
C4H5NO | the ωB97M-V functional and the def2-TZVPD basis

- E_HOMO (eV) = -9.504
- 2S+1 = 1
- LUMO energy (eV) = 0.86
- SMILES = [H]/N=C1/C=CCO1

```
11
Properties=species:S:1:pos:R:3:forces:R:3
H 2.906 -0.749 -0.168 -0.32 -0.24 0.14
N 2.326 0.084 -0.138 -0.01 -0.40 0.01
C 1.077 -0.075 -0.036 -0.22 0.35 0.00
C 0.169 1.072 -0.136 0.03 0.29 -0.19
C -1.088 0.666 -0.114 0.11 0.10 0.08
C -1.117 -0.783 0.243 0.61 -0.22 0.05
O 0.310 -1.211 0.089 -0.82 0.16 -0.26
H 0.575 2.058 -0.298 -0.11 0.04 -0.17
H -1.945 1.251 -0.427 -0.09 -0.07 0.50
H -1.910 -1.319 -0.309 1.10 -0.36 -0.29
H -1.303 -0.994 1.295 -0.29 0.34 0.13
```
Positions in Å, forces in eV/Å.

---

Record 2
C3H3Cl2F | the ωB97M-V functional and the def2-TZVPD basis

- E_HOMO (spin up / spin down) (eV) = -10.459 / -9.003
- 2S+1 = 1
- LUMO energy (spin up / spin down) (eV) = -0.88 / -1.13

```
9
Properties=species:S:1:pos:R:3:forces:R:3
C -1.680 0.766 0.477 7.82 -1.21 -1.83
C 0.005 0.292 -0.499 -5.54 3.08 1.29
C 0.929 -0.578 0.092 2.22 -1.23 2.83
F 0.387 1.049 -1.536 -0.46 -0.78 0.93
Cl 2.558 0.366 0.469 -1.09 -0.77 -0.35
Cl 1.307 -2.011 -0.956 -0.12 0.65 0.56
H -2.246 1.063 -0.281 -2.72 1.59 -2.73
H -1.863 -0.049 1.072 -0.59 -1.65 1.59
H 0.602 -0.898 1.162 0.47 0.31 -2.28
```
Positions in Å, forces in eV/Å.

---

Record 3
C18H32FeNO2P2 | the ωB97M-V functional and the def2-TZVPD basis

- E_HOMO (spin up / spin down) (eV) = -4.711 / -7.287
- 2S+1 = 6
- LUMO energy (spin up / spin down) (eV) = 0.20 / -2.53

```
56
Properties=species:S:1:pos:R:3:forces:R:3
C 0.862 -3.191 -2.592 -0.09 0.41 -0.23
C 0.627 -1.878 -2.068 -0.15 -1.21 1.10
N 0.511 -1.743 -0.689 0.59 -1.63 -0.59
C 0.676 -2.808 0.141 0.05 1.20 -0.54
C 0.878 -4.099 -0.346 0.07 -0.09 -0.95
C 0.966 -4.279 -1.745 0.01 -0.06 0.47
C 0.448 -0.735 -2.895 1.30 -0.33 -0.75
P 0.416 0.861 -2.111 -0.03 2.01 -0.01
Fe 0.064 0.232 0.101 6.16 1.04 2.22
P -0.068 -0.917 2.097 -0.35 -0.36 1.00
C 0.747 -2.527 1.631 -0.09 0.02 0.39
C -0.169 2.132 0.902 -0.44 1.08 0.38
C 0.932 3.013 1.050 -0.56 0.29 0.08
C 0.795 4.294 1.608 -0.10 -0.08 -0.06
C -0.456 4.748 2.049 -0.01 -0.32 -0.12
C -1.566 3.900 1.921 0.07 -0.01 0.02
C -1.419 2.622 1.359 0.52 0.41 0.06
O -2.425 -1.286 -2.750 1.33 -0.07 -0.86
O -2.936 -2.104 -0.215 -0.44 0.24 -0.96
H 0.952 -3.311 -3.676 -0.02 0.00 0.39
H 0.995 -4.937 0.346 -0.08 0.31 -0.28
H 1.134 -5.280 -2.157 -0.07 0.44 0.17
C 1.948 1.823 -2.485 0.15 -0.52 -0.65
C -0.897 1.875 -2.921 0.10 -0.40 -0.48
H 0.355 -3.375 2.219 0.12 0.23 -0.30
H 1.814 -2.407 1.905 -0.42 -0.07 -0.18
H -1.439 -1.081 -2.844 -1.65 -0.30 0.18
H 0.676 -0.834 -3.965 -0.29 -0.28 0.27
C 0.852 -0.319 3.571 0.08 -0.28 0.11
C -1.725 -1.389 2.732 0.15 -0.44 0.32
H 1.926 2.688 0.720 -0.43 0.26 0.17
H 1.676 4.940 1.701 -0.35 -0.20 -0.02
H -0.566 5.748 2.485 0.04 -0.40 -0.17
H -2.554 4.234 2.258 0.38 -0.08 -0.10
H -2.312 1.987 1.278 0.24 0.20 0.01
H -1.261 0.495 -0.197 -4.42 1.36 -1.35
H -3.772 -1.611 -0.135 0.47 -0.30 0.10
H -2.688 -1.929 -1.167 -0.24 -0.15 1.08
H -2.585 -1.943 -3.451 -0.02 0.33 0.34
H -1.288 -0.327 -0.106 -2.83 -1.26 -0.12
H 2.074 1.955 -3.573 0.05 0.05 0.39
H 1.885 2.811 -1.996 -0.16 -0.52 -0.09
H 2.810 1.272 -2.077 -0.30 0.29 -0.16
H -0.651 2.062 -3.981 -0.18 0.01 0.37
H -1.845 1.316 -2.863 0.27 0.33 0.00
H -0.998 2.837 -2.390 0.12 -0.49 -0.09
H -1.649 -2.080 3.590 -0.22 0.21 -0.25
H -2.259 -0.474 3.041 0.24 -0.33 -0.13
H -2.265 -1.862 1.893 0.19 0.19 0.44
H 0.827 -1.048 4.399 -0.02 0.29 -0.25
H 1.894 -0.114 3.277 -0.52 -0.17 0.22
H 0.394 0.630 3.895 0.13 -0.36 -0.15
C 2.081 0.325 0.782 1.55 -0.35 -0.84
H 2.646 0.880 0.023 0.01 0.11 -0.21
H 2.583 -0.660 0.734 0.13 0.06 0.48
H 2.352 0.869 1.687 -0.08 -0.28 0.15
```
Positions in Å, forces in eV/Å.

---

Record 4
C19H19F6N7O4 | the ωB97M-V functional and the def2-TZVPD basis

- E_HOMO (eV) = -7.656
- 2S+1 = 1
- LUMO energy (eV) = -0.36

```
55
Properties=species:S:1:pos:R:3:forces:R:3
O 1.461 0.404 0.145 -0.39 -1.57 0.58
C 1.280 -0.704 0.657 0.59 0.94 -0.51
N 0.036 -1.145 1.052 -0.29 0.21 0.30
C -1.119 -0.245 0.990 -0.04 0.03 -0.32
C -1.967 -0.601 -0.224 0.16 -0.86 -1.38
C -2.758 -1.917 -0.152 0.40 -0.15 0.42
C -3.784 -1.783 -1.259 -0.46 -0.22 -0.40
C -4.089 -0.297 -1.376 -0.42 0.17 0.05
N -3.025 0.437 -0.555 -0.12 -1.09 -0.23
N 2.286 -1.658 0.862 -0.88 0.10 0.33
C 3.636 -1.508 0.535 1.26 0.11 -0.38
C 4.490 -2.634 0.491 -0.23 0.47 -0.14
C 5.822 -2.501 0.083 -0.55 0.00 0.26
C 6.702 -3.722 -0.060 0.43 -0.32 -0.12
F 7.958 -3.500 0.446 -1.22 -0.36 -0.53
F 6.178 -4.810 0.583 0.59 0.88 -0.66
F 6.856 -4.050 -1.387 -0.07 0.13 1.36
C 6.341 -1.257 -0.245 0.41 0.01 -0.15
C 5.525 -0.139 -0.156 -0.66 -0.17 0.23
C 6.109 1.214 -0.488 0.27 0.59 -0.15
F 5.210 2.227 -0.307 0.98 -0.89 -0.22
F 7.203 1.481 0.300 -1.02 -0.12 -0.85
F 6.532 1.260 -1.796 -0.34 0.10 1.29
C 4.182 -0.248 0.230 0.55 -0.31 -0.10
H -0.005 -1.892 1.731 -0.03 0.14 -0.16
H -1.763 -0.381 1.887 0.86 0.21 -0.39
H -0.800 0.805 0.837 0.03 -0.51 0.64
H -1.346 -0.671 -1.160 -0.21 0.24 0.98
H -2.130 -2.814 -0.300 -0.08 0.55 0.15
H -3.226 -2.011 0.843 -0.04 0.07 -0.34
H -3.433 -2.124 -2.237 0.22 -0.27 0.32
H -4.706 -2.324 -1.024 0.20 -0.01 -0.11
H -4.034 0.056 -2.434 -0.18 -0.04 1.01
H -5.078 -0.112 -0.933 0.58 0.31 -0.54
H -2.614 1.114 -1.199 0.09 0.32 0.56
H 1.982 -2.544 1.260 0.35 0.37 -0.32
H 4.107 -3.614 0.755 0.03 0.07 -0.07
H 7.381 -1.164 -0.567 -0.33 -0.01 0.12
H 3.566 0.632 0.281 -0.01 0.02 -0.02
C -1.023 4.185 -0.139 0.51 0.52 -0.12
O -2.348 4.458 -0.645 0.58 -0.31 0.72
C -3.230 3.551 -0.202 -1.83 -0.46 -0.68
N -4.515 3.773 -0.573 1.18 0.34 -0.26
C -5.349 2.812 -0.181 -2.90 0.33 0.48
N -6.757 2.826 -0.297 4.15 -0.65 0.17
O -7.149 1.648 0.268 0.91 -1.13 0.74
N -5.985 0.868 0.787 -0.74 2.92 0.22
O -6.257 -0.105 1.480 0.65 -0.16 -0.65
C -4.913 1.667 0.552 -1.46 -1.90 -0.25
C -3.465 1.320 0.685 -0.90 2.41 0.51
N -2.716 2.551 0.477 0.21 -1.92 0.99
H -0.365 4.957 -0.545 -0.29 -0.03 0.02
H -1.013 4.209 0.956 -0.02 0.12 -0.28
H -0.648 3.196 -0.430 -0.19 0.30 -0.13
H -3.227 0.825 1.697 -0.28 0.48 -1.98
```
Positions in Å, forces in eV/Å.

---

Max |F| list, top to bottom, in eV/A: 1.190 8.122 6.631 4.204
E list, top to bottom, in eV: -7765.406 -30916.002 -77728.596 -54932.511